Density functional theory data (ωB97M-V with the def2-TZVPD basis set) for 2 unconnected molecules or ions with the total composition C4H8ClO4S2 in a non-equilibrium geometry.

Net charge: -1
Energy above the lowest of the compared OMol25 structures with the same formula, charge and spin (eV): 3.5651
Frontier orbital gap (alpha / beta) (eV): 6.50 / 6.50

```
19
Properties=species:S:1:pos:R:3:mulliken_charge:R:1
C -1.1128 -0.5780 1.4915 -0.82
C 0.9451 -1.0452 -1.6228 -0.76
C -1.2617 0.6656 0.6962 -0.11
C 1.0152 0.3602 -0.9818 -0.48
O -2.9365 2.1954 -0.7074 -0.58
O -3.4084 -0.1964 -0.7160 -0.58
O 2.0633 -0.9095 1.0666 -0.65
O 2.1822 1.5224 1.1887 -0.62
S -2.8880 0.9412 0.0292 0.66
S 2.0072 0.3811 0.3466 0.95
Cl 3.9171 0.2891 -0.5564 -0.42
H -1.4805 -0.1523 2.4430 0.37
H -1.7986 -1.3818 1.0530 0.26
H -0.0326 -0.8921 1.5030 0.22
H 0.3467 -1.5971 -0.8054 0.15
H 1.9379 -1.4812 -1.8415 0.32
H 0.2168 -0.9244 -2.4872 0.30
H -0.9385 1.4827 1.2817 0.37
H 1.2261 1.3202 -1.3811 0.42
```

Density functional theory data (ωB97M-V with the def2-TZVPD basis set) for a molecular structure, C36H36FeN3O2S2 in a non-equilibrium geometry.

Spin multiplicity: 5
Net charge: +1
Energy above the lowest of the compared OMol25 structures with the same formula, charge and spin (eV): 0.5266
Frontier orbital gap (alpha / beta) (eV): 6.74 / 6.72
<S²>: 6.0098

```
80
Properties=species:S:1:pos:R:3:mulliken_charge:R:1
Fe -0.2214 0.4768 -1.0886 0.49
N 3.6865 2.3798 -0.7371 -0.08
C 4.7289 1.4121 -0.6190 -0.02
C 5.9146 1.7476 0.0063 -0.70
C 6.9200 0.7961 0.1424 -0.61
C 6.7217 -0.4889 -0.3304 -0.85
C 5.5287 -0.8178 -0.9659 -0.65
C 4.5433 0.1375 -1.1187 1.04
S 3.0721 -0.2668 -2.0043 -0.27
N 2.0006 0.9933 -1.5749 -0.51
C 2.4127 2.0834 -1.0828 0.58
C 1.4128 3.1639 -0.8794 0.42
C 1.7745 4.4926 -0.9832 -0.81
C 0.8187 5.4736 -0.7730 -0.56
C -0.4666 5.0805 -0.4718 -0.95
C -0.7445 3.7251 -0.4112 -0.15
N 0.1711 2.7665 -0.6169 0.38
H 3.8460 3.2481 -0.2643 0.26
H 6.0519 2.7564 0.3912 0.39
H 7.8541 1.0670 0.6205 0.39
H 7.4893 -1.2457 -0.2047 0.41
H 5.3699 -1.8174 -1.3586 0.42
H 2.7849 4.7646 -1.2634 0.59
H 1.0775 6.5237 -0.8549 0.45
H -1.2554 5.8035 -0.2925 0.43
H -1.7427 3.3964 -0.1786 0.47
O -2.3316 0.6569 -1.0101 -0.66
S -3.3105 1.3791 -0.0925 -0.06
C -4.9116 0.9420 -0.6990 0.53
C -5.1572 -0.2870 -1.2968 -0.31
C -6.4494 -0.5773 -1.7027 -0.67
C -7.4681 0.3554 -1.5213 -0.48
C -7.2016 1.5879 -0.9386 -0.63
C -5.9096 1.8917 -0.5266 -0.30
C -3.2688 0.4718 1.4348 1.04
C -3.3796 1.1800 2.6225 -0.62
C -3.2903 0.4901 3.8256 -0.73
C -3.0893 -0.8831 3.8213 -0.41
C -2.9753 -1.5788 2.6190 -0.59
C -3.0540 -0.9020 1.4142 0.37
H -4.3488 -0.9955 -1.4524 0.35
H -6.6650 -1.5373 -2.1575 0.41
H -8.4763 0.1183 -1.8406 0.40
H -7.9958 2.3129 -0.8082 0.41
H -5.6834 2.8537 -0.0748 0.42
H -3.5312 2.2567 2.6137 0.39
H -3.3641 1.0263 4.7639 0.42
H -3.0100 -1.4192 4.7608 0.43
H -2.8163 -2.6508 2.6230 0.38
H -2.9305 -1.4260 0.4710 -0.34
C -1.1899 -3.3588 -1.6846 -1.20
C 0.1613 -2.8994 -2.2579 0.27
C -0.0214 -1.5990 -3.0637 -1.21
C 1.2345 -2.8352 -1.1736 0.92
C 2.3274 -3.6911 -1.2244 -0.95
C 3.2624 -3.7170 -0.2029 -1.34
C 3.0644 -2.9062 0.9060 -0.95
C 1.9842 -2.0271 0.9933 0.54
C 1.7933 -1.2337 2.2874 0.21
C 1.8725 0.2869 2.1208 -1.07
C 0.4818 -1.6245 2.9786 -1.32
C 1.0969 -1.9679 -0.0928 0.98
O 0.0566 -1.0766 -0.1608 -0.04
H -1.9538 -3.3948 -2.4737 0.45
H -1.5244 -2.6683 -0.9085 -0.16
H -1.1042 -4.3564 -1.2486 0.39
H 0.4916 -3.6617 -2.9649 0.76
H -0.6699 -0.8879 -2.5308 0.33
H -0.5259 -1.8067 -4.0098 0.53
H 0.9350 -1.1238 -3.2977 0.26
H 2.4455 -4.3474 -2.0827 0.42
H 4.1123 -4.3903 -0.2481 0.42
H 3.7643 -2.9590 1.7388 0.43
H 2.6163 -1.5166 2.9451 0.74
H 0.9724 0.6805 1.6581 -0.08
H 2.7374 0.5586 1.5082 0.08
H 1.9875 0.7738 3.0985 0.53
H -0.3724 -1.3114 2.3744 -0.13
H 0.4056 -1.1484 3.9657 0.46
H 0.4278 -2.7084 3.1161 0.43
```

Density functional theory data (ωB97M-V with the def2-TZVPD basis set) for a molecular structure, C23H44NOP3Rh in a non-equilibrium geometry.

Spin multiplicity: 5
Net charge: +3
Energy above the lowest of the compared OMol25 structures with the same formula, charge and spin (eV): 2.5904
Frontier orbital gap (alpha / beta) (eV): 7.15 / 3.55
<S²>: 6.0154

```
73
Properties=species:S:1:pos:R:3:mulliken_charge:R:1
Rh 1.2502 -0.0545 -0.0551 -0.12
P -2.9558 -1.7476 -0.0703 0.85
P 1.7643 -0.9140 2.2091 1.38
P 2.2438 -1.7121 -1.0228 1.61
H 0.0360 4.3553 -1.6490 0.25
C -0.4178 4.0691 -2.6034 -0.52
C -1.6424 3.5446 -2.7043 -0.49
H -2.3351 3.4654 -1.8604 0.31
C -4.6711 -2.0338 0.5755 -1.21
C -1.8520 -2.6836 1.0522 -0.73
C -2.9427 -2.9328 -1.4850 -1.01
C 3.2685 -0.0981 2.9025 -1.37
C 0.5433 -0.4518 3.5142 -1.50
C 2.0227 -2.6722 2.6943 -1.45
C 1.5552 -2.0366 -2.6737 -1.28
C 2.2336 -3.4419 -0.4401 -1.57
C 4.0101 -1.3319 -1.2912 -1.43
H 0.1316 4.3405 -3.5144 0.29
H -2.0609 3.2801 -3.6880 0.25
H -5.2574 -1.2385 0.0977 0.43
H -4.7190 -1.8671 1.6624 0.40
H -5.0830 -3.0066 0.2796 0.45
H -1.6004 -2.0875 1.9411 0.29
H -0.8901 -2.8538 0.5458 -0.11
H -2.2077 -3.6609 1.4010 0.54
H -2.9509 -2.3037 -2.3871 0.27
H -3.8294 -3.5860 -1.4527 0.46
H -2.0142 -3.5206 -1.4626 0.33
H 3.8768 -0.8279 3.4583 0.45
H 2.9605 0.7039 3.5889 0.35
H 3.8733 0.3435 2.1029 0.34
H 0.6250 -1.1533 4.3575 0.60
H -0.4809 -0.4941 3.1271 0.25
H 0.7460 0.5612 3.8824 0.40
H 3.0924 -2.8706 2.8524 0.47
H 1.6384 -3.3529 1.9328 0.27
H 1.4775 -2.8827 3.6241 0.44
H 1.8669 -3.0137 -3.0517 0.57
H 1.8699 -1.2657 -3.3778 0.32
H 0.4636 -2.0132 -2.5962 0.14
H 2.4528 -4.1193 -1.2751 0.54
H 1.2374 -3.7019 -0.0700 0.22
H 2.9704 -3.6134 0.3476 0.44
H 4.2976 -1.5342 -2.3286 0.43
H 4.6235 -1.9444 -0.6220 0.41
H 4.1932 -0.2749 -1.0696 0.42
C -2.0143 0.6132 -2.4215 -0.79
C -0.9424 1.0178 -1.6193 1.90
C 0.3534 1.1185 -2.2035 -0.84
C 0.5113 0.7058 -3.5517 -1.57
C -0.5552 0.1564 -4.2778 -0.55
C -1.8234 0.1207 -3.7095 -0.56
O -3.3088 0.8009 -1.9776 -0.57
H -3.5857 0.0135 -1.4758 0.17
H -1.2101 1.6766 -0.8128 1.08
H 1.1099 1.8083 -1.7632 0.21
H 1.5045 0.7912 -4.0200 0.69
H -0.4200 -0.1771 -5.3145 0.52
H -2.7079 -0.0856 -4.2974 0.60
C -0.6623 4.6981 3.5729 -1.46
C -0.2049 3.6576 2.5962 0.81
C 1.0689 3.7353 2.0248 -0.79
C 1.5260 2.7159 1.1815 -0.96
N 0.7156 1.6765 0.8747 0.86
C -0.5228 1.5935 1.3956 -0.87
C -1.0325 2.5969 2.2179 -0.80
H 0.0072 4.7346 4.4411 0.37
H -0.6551 5.6864 3.1000 0.38
H -1.6746 4.4674 3.9127 0.38
H 1.7434 4.5729 2.2393 0.53
H 2.5501 2.7305 0.7876 0.51
H -1.1248 0.7138 1.1316 0.92
H -2.0592 2.4947 2.5703 0.43
```